{
  "formula": "C32H54N6O32S7",
  "method": "ωB97M-V/def2-TZVPD",
  "species": ["C", "N", "O", "O", "H", "H", "H", "C", "N", "O", "O", "H", "H", "H", "C", "C", "O", "S", "O", "O", "O", "H", "H", "H", "H", "C", "C", "O", "S", "O", "O", "O", "H", "H", "H", "H", "C", "C", "O", "S", "O", "O", "O", "H", "H", "H", "H", "C", "C", "O", "S", "O", "O", "O", "H", "H", "H", "H", "C", "C", "O", "S", "O", "O", "O", "H", "H", "H", "H", "C", "C", "O", "S", "O", "O", "O", "H", "H", "H", "H", "C", "C", "O", "S", "O", "O", "O", "H", "H", "H", "H", "N", "C", "C", "C", "C", "H", "H", "H", "H", "H", "N", "C", "C", "C", "C", "H", "H", "H", "H", "H", "N", "C", "C", "C", "C", "H", "H", "H", "H", "H", "N", "C", "C", "C", "C", "H", "H", "H", "H", "H"],
  "xyz": [[-2.7394, 1.2349, 2.4177], [-2.7164, 2.3744, 3.3826], [-1.8701, 3.1924, 3.1245], [-3.6395, 2.4705, 4.1523], [-3.5614, 0.5769, 2.6997], [-1.7505, 0.7797, 2.4721], [-2.9230, 1.7701, 1.4860], [1.4325, 4.9469, -2.3808], [1.5051, 3.5779, -2.9592], [0.6666, 2.7588, -2.5816], [2.4741, 3.3700, -3.6789], [0.8468, 4.9396, -1.4616], [0.9599, 5.6739, -3.0413], [2.4754, 5.2592, -2.3267], [-3.0327, -4.3212, -2.5344], [-2.9284, -2.8348, -2.7226], [-3.5724, -2.2206, -1.6880], [-4.5048, -3.1884, -0.8005], [-5.8385, -3.1699, -1.3035], [-4.3513, -2.9365, 0.6365], [-3.6053, -4.5015, -1.2203], [-2.0180, -4.6910, -2.3866], [-3.4771, -4.9282, -3.3232], [-3.3356, -2.4372, -3.6522], [-1.8597, -2.6449, -2.6235], [-4.3276, 5.3117, -3.0408], [-2.9685, 5.8178, -2.5966], [-2.3180, 4.6898, -2.1191], [-3.3419, 3.6781, -1.2335], [-3.5856, 4.2541, 0.0884], [-2.9724, 2.2538, -1.4200], [-4.6000, 4.1552, -2.2502], [-4.1767, 5.0344, -4.0840], [-5.1139, 6.0628, -3.1168], [-3.0595, 6.4896, -1.7430], [-2.3515, 6.2934, -3.3589], [5.1713, -0.1850, 2.7583], [5.7007, -1.5802, 2.9971], [4.9442, -2.2218, 4.0227], [3.3418, -1.6445, 3.8625], [2.7643, -1.3037, 5.1633], [2.5956, -2.4234, 2.8838], [3.8338, -0.2769, 3.1154], [5.1142, 0.1511, 1.7230], [5.7028, 0.5102, 3.4082], [6.7450, -1.5314, 3.3058], [5.7049, -2.1928, 2.0955], [-3.0745, -3.1437, 5.1981], [-3.3456, -3.3601, 3.7264], [-2.1303, -3.1150, 3.1149], [-0.8180, -3.2319, 4.1660], [-0.3225, -1.9054, 4.3352], [0.0729, -4.3411, 3.8089], [-1.8139, -3.6488, 5.4246], [-3.6938, -3.7063, 5.8967], [-2.9229, -2.1036, 5.4865], [-4.0569, -2.6496, 3.3052], [-3.6216, -4.3599, 3.3912], [0.4285, -4.5524, 0.6063], [1.8129, -3.9375, 0.3026], [2.0903, -4.4898, -0.9612], [0.9780, -5.6176, -1.5152], [1.2382, -6.9442, -0.9124], [0.5573, -5.5362, -2.8979], [-0.2090, -4.8582, -0.6277], [-0.2115, -3.8223, 1.1018], [0.5953, -5.3691, 1.3086], [2.6116, -4.2574, 0.9717], [1.9020, -2.8696, 0.1033], [0.9448, 4.1703, 2.5057], [0.3623, 3.7602, 1.1872], [1.4569, 3.5153, 0.2997], [2.9281, 3.6205, 1.0697], [3.8807, 4.3695, 0.2650], [3.1813, 2.2805, 1.6512], [2.2717, 4.5356, 2.2745], [1.0000, 3.3221, 3.1881], [0.4365, 5.0303, 2.9419], [-0.1947, 4.5386, 0.6659], [-0.2402, 2.8654, 1.3435], [0.9488, -1.2862, -3.0336], [2.0579, -2.2798, -3.5220], [1.4181, -3.2249, -4.3562], [0.1551, -2.5171, -5.1374], [-0.9531, -3.4791, -5.2653], [0.5690, -1.7724, -6.3274], [-0.1400, -1.4655, -3.9307], [1.2381, -0.2657, -3.2846], [0.5811, -1.4466, -2.0201], [2.6678, -2.8237, -2.8007], [2.8236, -1.7142, -4.0530], [-0.4658, 0.6958, -0.7527], [0.5160, 0.3829, 0.2167], [0.0693, -0.7379, 0.9141], [-1.1456, -1.1096, 0.4436], [-1.5234, -0.2306, -0.5102], [-0.5335, 1.4981, -1.3625], [1.3578, 1.0375, 0.3879], [0.6527, -1.1874, 1.7040], [-1.7632, -1.9198, 0.8020], [-2.4598, -0.2716, -1.0467], [0.4379, 1.2942, 4.5252], [1.7348, 1.4801, 4.9664], [1.7410, 1.4347, 6.4331], [0.3854, 1.2432, 6.8228], [-0.3598, 1.2170, 5.6375], [0.2507, 1.0376, 3.5665], [2.5570, 1.5336, 4.2681], [2.5015, 1.5191, 7.1954], [-0.0506, 1.2249, 7.8107], [-1.4172, 0.9995, 5.6067], [-2.9895, 0.8668, -5.7215], [-2.3718, 1.1128, -4.5155], [-2.1233, 2.4911, -4.4586], [-2.6659, 3.0608, -5.5932], [-3.1103, 2.0420, -6.4202], [-3.2665, -0.0479, -6.0482], [-2.0896, 0.2765, -3.8931], [-1.4956, 3.0250, -3.7605], [-2.7402, 4.0842, -5.9303], [-3.6108, 2.0350, -7.3773], [5.0100, -0.3001, -2.1382], [5.2861, -1.6047, -1.7576], [4.4647, -1.9116, -0.7333], [3.6784, -0.7106, -0.4546], [3.9803, 0.2338, -1.4357], [5.5638, 0.1767, -2.8353], [6.0574, -2.1555, -2.2754], [4.4375, -2.7820, -0.0944], [2.9037, -0.6004, 0.2898], [3.6967, 1.2599, -1.6179]],
  "lowdin_spin": [0.000, 0.000, 0.001, 0.000, 0.000, 0.000, 0.000, 0.000, 0.000, 0.000, 0.000, 0.000, 0.000, 0.000, 0.000, 0.000, 0.000, 0.000, 0.000, 0.000, 0.000, 0.000, 0.000, 0.000, 0.000, 0.000, 0.000, 0.000, 0.000, 0.000, 0.000, 0.000, 0.000, 0.000, 0.000, 0.000, 0.000, 0.000, 0.001, 0.001, 0.014, 0.001, 0.000, 0.000, 0.000, 0.000, 0.000, 0.000, 0.000, 0.000, 0.000, 0.002, 0.000, 0.000, 0.000, 0.000, 0.000, 0.000, 0.000, 0.000, 0.000, 0.000, 0.000, 0.000, 0.000, 0.000, 0.000, 0.000, 0.000, 0.002, 0.000, 0.000, 0.000, 0.000, 0.000, 0.000, 0.002, 0.000, 0.000, 0.000, 0.000, 0.000, 0.000, 0.000, 0.000, 0.000, 0.000, 0.000, 0.000, 0.000, 0.000, 0.000, 0.000, 0.000, 0.000, 0.000, 0.000, 0.000, 0.000, 0.000, 0.000, 0.039, 0.366, 0.161, 0.065, 0.320, -0.002, 0.012, 0.003, -0.001, 0.013, 0.000, 0.000, 0.000, 0.000, 0.000, 0.000, 0.000, 0.000, 0.000, 0.000, 0.000, 0.000, 0.000, 0.000, 0.000, 0.000, 0.000, 0.000, 0.000, 0.000],
  "spin_multiplicity": 2,
  "homo_ev": [-9.62, -9.62],
  "total_charge": 1,
  "mol_weight_da": 1259.263
}

---

{
  "formula": "C32H55BrN3O6P",
  "method": "ωB97M-V/def2-TZVPD",
  "species": ["C", "C", "C", "Br", "C", "C", "C", "O", "O", "C", "O", "O", "C", "C", "N", "C", "P", "C", "C", "C", "C", "H", "H", "H", "H", "H", "H", "H", "H", "H", "H", "H", "H", "H", "H", "H", "H", "H", "H", "H", "C", "C", "C", "C", "C", "C", "N", "O", "C", "C", "C", "H", "H", "H", "H", "H", "H", "H", "H", "H", "H", "H", "H", "H", "H", "H", "H", "H", "H", "C", "C", "C", "C", "C", "C", "N", "O", "C", "C", "C", "H", "H", "H", "H", "H", "H", "H", "H", "H", "H", "H", "H", "H", "H", "H", "H", "H", "H"],
  "xyz": [[-1.3017, -2.8099, -1.9155], [-0.1797, -2.3836, -0.9330], [0.6015, -1.1445, -1.3724], [1.8352, -0.4894, 0.0173], [-0.2245, 0.0133, -1.9072], [0.1831, 0.6170, -3.0965], [1.4002, 0.1471, -3.8704], [2.4881, 0.6553, -3.7230], [1.1601, -0.8306, -4.7497], [0.1690, -0.2756, -5.7138], [0.6048, 0.6264, -6.4400], [-0.9715, -0.7110, -5.6766], [-0.4791, 1.6995, -3.6532], [-1.5559, 2.1785, -2.9891], [-1.9661, 1.6015, -1.8645], [-1.3404, 0.5539, -1.3032], [-2.0385, -0.0937, 0.2990], [-1.9747, 1.2277, 1.6080], [-0.5426, 1.7378, 1.9016], [-3.8787, -0.2445, -0.0511], [-4.3884, -1.7101, 0.0352], [-1.2605, -3.9023, -1.9937], [-2.2762, -2.6067, -1.4559], [-1.2310, -2.3674, -2.9142], [-0.5787, -2.3052, 0.0790], [0.5418, -3.2112, -0.8822], [1.2563, -1.4654, -2.1877], [-0.1337, 2.1713, -4.5676], [-2.0837, 3.0387, -3.3875], [-2.7686, 2.0045, -1.3979], [-2.3684, 0.7356, 2.5080], [-2.6808, 2.0460, 1.3987], [-0.4641, 1.9519, 2.9733], [-0.3883, 2.6730, 1.3564], [0.2130, 0.9842, 1.6744], [-4.4547, 0.4565, 0.5651], [-4.0504, 0.0835, -1.0892], [-4.3904, -2.1321, -0.9747], [-3.7338, -2.3150, 0.6701], [-5.4208, -1.7143, 0.3982], [-2.1747, -5.0155, 6.4596], [-2.8923, -4.1652, 5.3734], [-4.2329, -4.8032, 4.9894], [-4.0939, -6.0562, 4.1300], [-3.2306, -5.7689, 2.9045], [-1.8713, -5.1651, 3.2681], [-1.9953, -3.9952, 4.1917], [-2.4147, -2.9801, 3.4964], [-0.9967, -6.2713, 3.8959], [-1.1261, -4.7840, 1.9864], [-3.1909, -2.8319, 6.0637], [-2.6684, -5.9736, 6.6304], [-1.1327, -5.2086, 6.2145], [-2.1432, -4.4993, 7.4189], [-4.8421, -4.0780, 4.4384], [-4.7955, -5.0452, 5.8941], [-3.6714, -6.8774, 4.7154], [-5.0827, -6.3911, 3.8092], [-3.0844, -6.6911, 2.3379], [-3.7753, -5.0878, 2.2413], [-0.0513, -5.8608, 4.2548], [-0.7611, -7.0337, 3.1533], [-1.4817, -6.7907, 4.7201], [-1.6940, -4.0899, 1.3662], [-0.9376, -5.6670, 1.3753], [-0.1605, -4.3260, 2.2124], [-2.2696, -2.3176, 6.3433], [-3.7661, -3.0107, 6.9723], [-3.7847, -2.1621, 5.4419], [5.4669, 6.8392, -2.8137], [4.3820, 6.2715, -1.8554], [5.0067, 5.2856, -0.8607], [5.3784, 3.9416, -1.4808], [4.1780, 3.3348, -2.2030], [3.5611, 4.2912, -3.2266], [3.2850, 5.6438, -2.6498], [2.2285, 5.5574, -1.8945], [4.5121, 4.3949, -4.4374], [2.2970, 3.6635, -3.8034], [3.8939, 7.4878, -1.0639], [6.4231, 6.3235, -2.7107], [5.1650, 6.7906, -3.8575], [5.6548, 7.8968, -2.6276], [4.3083, 5.1002, -0.0370], [5.8949, 5.7344, -0.4087], [6.2224, 4.0572, -2.1665], [5.7160, 3.2585, -0.6979], [4.4788, 2.4101, -2.6983], [3.4258, 3.0494, -1.4595], [4.1525, 5.1392, -5.1504], [4.5626, 3.4396, -4.9595], [5.5354, 4.6460, -4.1638], [1.5706, 3.4121, -3.0303], [2.5321, 2.7419, -4.3229], [1.8147, 4.3341, -4.5206], [3.4181, 8.2196, -1.7193], [4.7410, 7.9719, -0.5770], [3.1891, 7.2201, -0.2771]],
  "lowdin_spin": [0.000, 0.000, 0.000, 0.000, 0.000, 0.000, 0.000, 0.000, 0.000, 0.000, 0.000, 0.000, 0.000, 0.000, 0.000, 0.000, 0.000, 0.000, 0.000, 0.000, 0.000, 0.000, 0.000, 0.000, 0.000, 0.000, 0.000, 0.000, 0.000, 0.000, 0.000, 0.000, 0.000, 0.000, 0.000, 0.000, 0.000, 0.000, 0.000, 0.000, 0.002, 0.027, 0.015, 0.001, 0.014, 0.027, 0.354, 0.552, 0.001, -0.001, -0.001, 0.000, 0.001, 0.000, 0.003, 0.001, 0.000, 0.001, 0.001, 0.003, 0.001, 0.000, 0.000, -0.001, 0.000, 0.000, 0.000, 0.000, -0.001, 0.002, 0.027, 0.015, 0.001, 0.014, 0.027, 0.355, 0.550, 0.002, -0.001, -0.001, 0.000, 0.001, 0.000, 0.003, 0.001, 0.000, 0.001, 0.001, 0.003, 0.001, 0.000, 0.000, -0.001, 0.000, 0.000, 0.000, 0.000, -0.001],
  "spin_multiplicity": 3,
  "homo_ev": -8.17,
  "mol_weight_da": 688.685
}

---

Asked for E across the records above, the calculation gives -6774.4881, -4783.2176 hartree in order.